The following is a quantum chemistry calculation of a cluster of 2 separate species, C7H13NO in total at a distorted geometry, from the Open Molecules 2025 dataset.

CARTESIAN COORDINATES (ANGSTROEM)
H -2.04258 -1.69439 -1.57270
H -1.81260 0.44675 1.66424
H -3.88937 2.12464 1.30166
C 1.24317 -2.19186 0.96000
C 1.71030 -0.94629 0.27531
N -2.65260 -1.36612 -0.85265
O 0.68189 -0.14187 -0.09727
H 1.10772 -1.86684 2.03805
H 0.11880 -2.51401 0.74585
C -2.44421 0.42444 0.84594
H 3.26958 0.17422 -0.28474
C 0.99532 0.97802 -0.89109
H 1.46505 1.79892 -0.34249
C -3.21827 1.64234 0.54545
C -2.45250 -0.52000 -0.02766
H -0.02517 1.39794 -1.08767
C 2.99802 -0.75388 0.01088
H 1.83642 -3.02792 0.90836
H -3.95427 1.61507 -0.28107
H 3.79870 -1.57398 0.04122
H -2.40339 2.52458 0.37530
H 1.55209 0.54772 -1.77096

- frontier orbital gap (eV) = 9.03
- relative energy (zero: lowest compared OMol25 entry of this formula, charge and spin) (eV) = 4.208
- HOMO energy (eV) = -8.15

Charges obtained by Mulliken population analysis, quoted in units of e: atom 1 (H): 0.297, atom 2 (H): 0.416, atom 3 (H): 0.327, atom 4 (C): -1.128, atom 5 (C): 0.887, atom 6 (N): -0.518, atom 7 (O): -0.249, atom 8 (H): 0.239, atom 9 (H): 0.195, atom 10 (C): -0.400, atom 11 (H): 0.429, atom 12 (C): -0.906, atom 13 (H): 0.308, atom 14 (C): -1.023, atom 15 (C): 0.421, atom 16 (H): 0.166, atom 17 (C): -1.042, atom 18 (H): 0.428, atom 19 (H): 0.339, atom 20 (H): 0.198, atom 21 (H): 0.155, atom 22 (H): 0.462